[1]
Computed, not measured: a structure of composition C33H37O5Os in a non-equilibrium geometry, with ωB97M-V with the def2-TZVPD basis set.

Element x y z (Å)
C 1.862142 -3.919576 -2.065341
C 1.615713 -2.411930 -2.262287
C 1.874662 -4.152105 -0.542229
C 2.372444 -2.819449 0.027912
H 2.538453 -4.992370 -0.311319
H 0.858994 -4.384418 -0.201871
C 2.414159 -1.777912 -1.140038
H 0.542350 -2.213462 -2.118891
H 1.926906 -2.084647 -3.261828
C 1.903538 -0.461465 -0.563583
H 3.449565 -1.662178 -1.495983
H 3.400069 -2.946098 0.405817
C 1.537009 -2.074504 1.123476
C 0.914694 -4.749870 -2.900953
C 3.148677 -4.424806 -2.726947
O 3.826158 -5.370949 -2.376463
O -0.075201 -4.327400 -3.477717
O 1.389390 -6.002091 -3.043649
O 3.386501 -3.683486 -3.836282
C 3.624357 -4.365231 -5.088403
H 3.085206 -3.786789 -5.847193
H 3.250116 -5.398437 -5.085938
H 4.700756 -4.350255 -5.290604
C 0.489704 -6.884629 -3.704621
H -0.474434 -6.902833 -3.170434
H 0.979723 -7.859381 -3.663072
H 0.329939 -6.581758 -4.752301
O 1.576825 -0.643215 0.815775
H 1.005905 -0.079394 -1.082984
H 2.680580 0.316899 -0.622610
C 2.178122 -2.302265 2.487167
C 0.059237 -2.493487 1.167979
H -0.052475 -3.527848 1.525544
H -0.414338 -2.402044 0.178421
H -0.487626 -1.843256 1.869203
H 1.667662 -1.729814 3.267847
H 3.229950 -1.996154 2.465421
H 2.127104 -3.367436 2.749690
Os -1.624268 3.011907 -0.280335
C -0.210235 4.833331 0.341616
C 0.684428 3.726700 0.362743
C 0.630990 3.080578 -0.901180
H 1.322528 3.432482 1.192684
C -0.230251 3.846963 -1.745668
C -0.772890 4.919431 -0.965887
H -1.459799 5.680651 -1.322528
H -0.412848 5.538978 1.151216
H 1.225377 2.225456 -1.219037
H -0.371057 3.705401 -2.811016
C -3.451987 2.038449 0.126724
C -3.690934 3.196879 -0.648976
C -2.960006 3.070047 -1.860196
H -4.284662 4.059131 -0.357925
C -2.306975 1.796699 -1.842514
C -2.610158 1.178109 -0.604529
H -2.231047 0.220770 -0.255074
H -3.831614 1.847285 1.125570
H -2.914735 3.812750 -2.638231
H -1.676220 1.380499 -2.618864
C -3.927361 5.180279 4.936091
C -4.350975 4.968260 3.608418
C -3.565963 4.261481 2.712260
C -2.345758 3.655641 3.117514
C -1.470759 2.911912 2.297213
C -0.449799 2.179687 2.825179
C -0.050465 2.377228 4.180509
C -0.776403 3.221981 4.993711
C -1.955315 3.833081 4.507917
C -2.737601 4.625105 5.372749
H -4.521713 5.779376 5.623472
H -5.301604 5.385244 3.281198
H -3.893325 4.157355 1.674754
H 0.110819 1.466644 2.214711
H 0.823536 1.853137 4.559571
H -0.485346 3.417999 6.024449
H -2.368135 4.779139 6.390981

Atomic forces in eV per Å
0.46 0.06 -0.38
-0.36 -0.21 -0.01
-0.36 -0.14 -0.23
0.38 1.24 0.16
-0.23 0.17 0.06
0.25 -0.02 -0.05
0.52 -0.42 0.09
0.25 -0.10 -0.18
-0.35 -0.01 0.37
-0.17 0.60 0.03
-0.20 0.02 0.20
-0.39 0.03 0.02
-0.34 -0.06 0.16
-1.48 0.66 -0.85
1.72 -0.34 0.59
-0.69 1.45 -0.45
1.13 -0.81 0.96
-1.04 0.05 0.08
-0.34 -0.61 -0.64
0.44 0.18 0.17
0.19 -0.13 0.18
0.14 0.31 0.25
-0.25 -0.14 -0.09
-0.26 -0.38 -0.27
0.35 -0.04 -0.32
-0.19 0.11 -0.04
0.01 -0.07 0.44
0.61 -1.46 -0.10
0.27 -0.21 0.01
-0.29 -0.14 0.05
0.00 0.21 0.13
-0.08 0.09 0.05
0.02 0.23 -0.15
0.10 -0.03 0.26
0.26 -0.13 -0.28
0.02 -0.05 -0.12
-0.16 -0.03 0.02
0.03 0.18 -0.07
2.84 3.13 3.39
0.54 0.50 -0.19
0.25 0.25 0.20
0.71 0.31 -0.62
-0.40 -0.01 -0.14
1.37 0.35 -0.39
0.32 0.38 0.13
0.20 -0.11 0.10
0.01 -0.51 -0.26
-0.20 0.32 0.14
-0.09 -0.10 0.19
-2.38 -0.81 0.79
-1.84 0.77 0.76
-0.30 -0.69 -0.94
0.02 -0.31 -0.14
-0.89 -1.58 -2.72
0.43 -1.80 0.33
-0.23 0.16 -0.19
0.08 0.11 -0.22
0.02 0.01 -0.11
-0.15 0.01 0.02
-1.70 0.41 -1.59
-0.28 1.04 2.27
0.96 -0.95 -0.93
-0.48 0.24 0.87
-2.47 1.17 -2.02
2.81 -1.47 3.37
0.91 -1.27 -2.85
-0.50 0.72 0.42
-0.67 0.66 0.09
1.35 -0.73 0.07
-0.05 -0.10 -0.20
0.15 0.01 0.05
0.24 0.00 0.47
-0.23 -0.01 0.20
-0.05 0.03 -0.04
-0.08 -0.19 -0.10
-0.18 0.02 -0.26

Calculated values
2S+1: 5
LUMO (spin up / spin down) in eV: 1.969 / 1.257
Kohn-Sham gap (spin up / spin down) in eV: 1.96 / 5.17
Maximum force in eV/A: 5.4
<S²>: 6.04
E_tot in Eh: -1746.2707
Net charge: -1

Löwdin population analysis, charges in e, atoms 1 to 6:
1. C -0.24
2. C -0.06
3. C -0.03
4. C -0.15
5. H 0.13
6. H 0.12

---

[2]
Computed, not measured: a structure of composition C33H38AsBrN3O9PPmS2 in a non-equilibrium geometry, with ωB97M-V with the def2-TZVPD basis set.

Element x y z (Å)
Pm -0.069955 -0.981220 -0.502395
O -5.563587 -0.789913 -2.725070
C -4.809091 -1.563918 -3.567564
C -5.439545 -2.081693 -4.692720
C -4.725530 -2.869204 -5.581655
C -3.384756 -3.141260 -5.347519
C -2.760798 -2.618175 -4.223647
C -3.460685 -1.827504 -3.325682
C -2.766243 -1.291899 -2.076408
O -1.651174 -1.926924 -1.721373
N -2.474897 0.142061 -2.339132
N -1.887396 0.750805 -1.244809
C -2.081398 2.039773 -1.097745
C -1.447524 2.818658 -0.129393
Br -0.055661 1.808376 0.829874
C -1.630317 4.142568 0.252470
C -2.748240 4.987214 0.013176
C -2.634029 6.380007 0.278101
C -3.672234 7.256428 0.054377
C -4.896189 6.808419 -0.446276
C -5.052079 5.442327 -0.672371
C -4.019669 4.553636 -0.449719
H -5.058393 -0.649599 -1.913403
H -6.488497 -1.858672 -4.849946
H -5.225390 -3.275951 -6.453660
H -2.827669 -3.763336 -6.038347
H -1.714325 -2.793281 -4.014904
H -3.524123 -1.328987 -1.237803
H -3.251727 0.666687 -2.733242
H -2.717934 2.567164 -1.809589
H -0.817397 4.588527 0.817808
H -1.691976 6.749170 0.670622
H -3.536572 8.312426 0.266595
H -5.710516 7.498833 -0.629886
H -6.004808 5.063273 -1.027673
H -4.199537 3.494488 -0.571018
O -0.246144 -1.333681 1.739617
N -0.068852 -2.626154 1.973982
C 0.968905 -3.032563 2.721527
C 1.215970 -4.360261 2.960192
C 0.357190 -5.312556 2.390503
C -0.736111 -4.896729 1.678525
C -1.012691 -3.520506 1.492136
S -2.423879 -2.891074 0.843975
H 1.586345 -2.228428 3.090966
H 2.069198 -4.644663 3.559560
H 0.549231 -6.369970 2.528939
H -1.438877 -5.596639 1.252095
O 2.157649 -3.222304 0.049606
As 3.019679 -1.705613 -0.397875
O 4.416636 -1.902956 0.457220
O 2.043627 -0.465481 0.060437
C 3.625128 -1.669806 -2.258478
C 4.975317 -1.882977 -2.493656
C 5.463075 -1.842250 -3.791769
C 4.608009 -1.569918 -4.855212
C 3.260002 -1.345925 -4.621173
C 2.780506 -1.393594 -3.324575
S 1.040248 -1.298401 -2.952117
O 0.925738 -2.354157 -1.933165
O 0.356293 -1.538804 -4.191604
O 0.812103 0.019518 -2.352282
H 2.786142 -3.660993 0.639564
H 5.611109 -2.083101 -1.639372
H 6.512659 -2.035647 -3.977354
H 4.992272 -1.549976 -5.867563
H 2.558754 -1.159768 -5.424790
C 4.662111 -0.288565 4.413768
C 3.764013 -0.265949 3.179361
P 2.209048 0.759993 3.199507
C 1.695699 0.544516 4.987993
C 0.241266 0.982282 5.184198
C 3.076415 2.414351 3.323113
C 2.149749 3.616865 3.498759
H 5.524085 -0.931461 4.219757
H 4.135707 -0.683474 5.284728
H 5.034776 0.706363 4.665345
H 3.475660 -1.285454 2.921937
H 4.318102 0.074217 2.302985
H 2.365742 1.094272 5.656837
H 1.781944 -0.520021 5.227045
H 0.113191 2.039483 4.948804
H -0.086062 0.817163 6.214541
H -0.410788 0.422763 4.511510
H 3.619085 2.509501 2.377769
H 3.812699 2.390024 4.132432
H 1.369816 3.611361 2.737686
H 2.711646 4.550674 3.414303
H 1.670725 3.607173 4.479695

Atomic forces in eV per Å
-4.10 1.35 3.58
-0.05 0.04 0.02
0.12 -0.14 -0.16
-0.11 0.07 0.03
-0.01 0.00 0.03
0.05 -0.05 -0.07
-0.06 0.04 -0.01
0.03 -0.05 0.17
-0.57 0.58 0.03
-0.20 -0.14 -1.09
0.03 -0.05 -0.49
0.02 -0.31 0.23
0.02 -0.05 -0.03
0.29 -0.31 0.12
-0.45 0.81 -0.05
0.18 -0.09 0.15
-0.06 0.08 -0.02
0.00 -0.03 0.02
0.00 0.03 -0.02
-0.10 -0.02 0.00
-0.01 0.10 -0.02
0.09 -0.09 0.05
0.01 0.00 0.03
0.01 -0.01 0.00
0.01 0.00 -0.01
0.01 0.03 0.00
0.00 -0.04 0.03
0.17 -0.13 -0.01
-0.10 0.01 0.10
-0.07 -0.01 0.03
-0.02 0.02 -0.01
0.00 0.01 -0.03
0.03 -0.01 0.01
0.01 0.00 -0.01
0.00 -0.01 0.02
0.01 -0.01 -0.08
0.28 -0.15 1.17
-0.15 -0.63 0.23
0.16 -0.04 0.07
0.08 0.11 0.06
-0.18 0.05 -0.10
0.45 -0.15 0.16
-0.76 0.49 0.24
-0.19 -0.47 0.15
0.01 0.03 -0.04
0.01 0.04 -0.01
-0.02 -0.01 0.00
-0.02 0.02 -0.01
0.11 0.26 -0.51
2.42 -1.40 1.11
0.13 0.12 -0.12
0.77 0.32 -0.07
-0.37 0.12 0.00
0.01 0.00 0.22
-0.07 0.02 -0.15
0.14 -0.02 0.13
-0.23 0.10 -0.07
-0.01 -0.22 0.33
1.02 0.15 -3.50
0.60 -0.77 -0.91
0.14 -0.07 0.13
0.28 0.26 -1.16
-0.02 0.14 0.06
0.01 0.00 -0.02
0.01 0.02 0.00
-0.01 0.01 -0.01
0.04 -0.02 -0.02
-0.07 0.04 -0.14
-0.24 0.00 0.01
0.58 0.21 0.48
-0.20 0.10 -0.29
0.10 -0.07 0.01
-0.19 -0.10 -0.02
0.08 -0.12 -0.01
0.03 0.02 0.06
0.04 0.01 0.02
0.02 -0.02 0.05
0.05 -0.03 -0.07
0.02 -0.07 -0.05
0.04 -0.06 0.02
0.05 0.00 0.01
-0.05 0.00 0.01
-0.05 0.02 -0.02
-0.03 0.01 0.02
0.03 0.01 0.02
0.04 0.01 -0.04
-0.04 0.06 0.02
-0.04 0.02 0.00
-0.02 0.01 -0.01

Calculated values
2S+1: 6
LUMO (spin up / spin down) in eV: 4.181 / 4.181
Kohn-Sham gap (spin up / spin down) in eV: 4.44 / 6.22
Energy above the lowest of the compared OMol25 structures with the same formula, charge and spin in eV: 0.621
Maximum force in eV/A: 5.6
<S²>: 8.79
E_tot in Eh: -8677.7176
Net charge: -2

Löwdin population analysis, charges in e, atoms 1 to 6:
1. Pm 1.49
2. O 0.04
3. C -0.28
4. C -0.04
5. C -0.12
6. C -0.10